Record 1
C48H120N8 | wB97M-V/def2-TZVPD

Output
LUMO level = 0.687 eV
Max |F| = 14.891 eV/Å
HOMO = -5.62 eV

Last column: Löwdin charge in e.
CARTESIAN COORDINATES (ANGSTROEM)
C 0.9197 -4.9016 4.7270  -0.091
C 0.7433 -3.4239 5.0257  -0.230
N 1.2093 -2.5549 3.9404  -0.118
C 2.6559 -2.6327 3.6047  -0.251
C 3.3961 -1.6097 4.5002  -0.112
C 0.4153 -2.7526 2.7166  -0.209
C 0.3514 -1.5232 1.8294  -0.311
H 0.4536 -5.4553 5.5421  0.070
H 1.9723 -5.1843 4.7397  0.065
H 0.4026 -5.2388 3.8287  0.072
H -0.3364 -3.2972 5.1058  0.108
H 1.3260 -3.1552 5.9068  0.110
H 3.0936 -3.5857 3.9017  0.119
H 2.9785 -2.3145 2.6134  0.033
H 4.4723 -1.7390 4.3854  0.047
H 3.0321 -0.6087 4.2688  0.085
H 3.0754 -1.7308 5.5349  0.078
H -0.5994 -3.0236 3.0084  0.119
H 0.7379 -3.6384 2.1694  0.014
H 1.2932 -1.2864 1.3344  0.166
H 0.2214 -0.7821 2.6180  0.074
H -0.4870 -1.4059 1.1427  0.078
C -0.6209 3.6476 1.6612  -0.046
C -0.0400 2.3561 2.2093  -0.216
N -0.3349 2.0802 3.6328  -0.129
C 0.1004 0.6925 3.8982  -0.110
C -1.0315 -0.2862 3.4611  -0.218
C 0.2727 3.0177 4.5721  -0.219
C -0.3224 3.0659 6.0386  -0.071
H -0.5887 3.6331 0.5718  0.071
H -0.2243 4.6138 1.9730  0.104
H -1.6691 3.6650 1.9596  0.026
H -0.4997 1.4981 1.7189  0.042
H 1.0392 2.3088 2.0638  0.146
H 1.0904 0.4611 3.5053  0.119
H 0.0982 0.6278 4.9862  0.125
H -1.0278 -0.5603 2.4062  0.007
H -0.9465 -1.1926 4.0606  0.139
H -2.0543 -0.0229 3.7309  0.110
H 0.0569 3.9959 4.1425  0.100
H 1.3407 2.8153 4.6529  0.110
H -0.6704 2.0960 6.3940  0.053
H -1.2294 3.6674 6.0993  0.059
H 0.3909 3.4581 6.7634  0.063
C 1.5337 -4.3525 0.8492  -0.052
C 2.5246 -3.5671 -0.1168  -0.188
N 3.1926 -2.4802 0.5378  -0.161
C 4.1774 -3.0111 1.4891  -0.234
C 4.5792 -1.9109 2.4690  -0.149
C 3.9602 -1.7247 -0.4281  -0.199
C 3.1990 -1.1159 -1.5461  -0.138
H 0.7932 -3.6236 1.1786  0.018
H 1.9577 -5.0138 1.6048  0.089
H 1.0148 -5.1405 0.3035  0.088
H 3.1829 -4.1848 -0.7276  0.120
H 1.7938 -3.2685 -0.8684  0.109
H 3.6136 -3.7092 2.1079  0.083
H 5.0251 -3.5824 1.1108  0.134
H 5.2305 -1.2021 1.9576  0.095
H 3.7644 -1.2435 2.7494  0.062
H 5.0465 -2.2884 3.3785  0.081
H 4.6831 -2.3874 -0.9040  0.121
H 4.4343 -0.8687 0.0522  0.125
H 2.1562 -1.0443 -1.2370  -0.010
H 3.2416 -1.6997 -2.4656  0.042
H 3.6215 -0.1274 -1.7257  0.077
C -6.0475 2.6853 -1.5344  -0.066
C -5.5775 2.5308 -0.0334  -0.206
N -4.1677 2.2066 0.1679  -0.130
C -3.8458 1.8005 1.5629  -0.269
C -3.5588 2.9825 2.4737  -0.019
C -3.2470 3.1445 -0.4457  -0.254
C -1.7413 2.6240 -0.4838  -0.139
H -5.5537 3.5693 -1.9379  0.063
H -7.1340 2.7349 -1.6073  0.071
H -5.7107 1.8915 -2.2012  0.054
H -6.0374 3.3472 0.5235  0.105
H -6.0946 1.6484 0.3434  0.108
H -3.0757 1.0391 1.4391  0.096
H -4.6730 1.2377 1.9954  0.068
H -2.5576 3.3175 2.2024  0.002
H -3.4860 2.6125 3.4963  0.088
H -4.2453 3.8175 2.3333  0.100
H -3.6205 3.3040 -1.4573  0.068
H -3.3314 4.1081 0.0569  0.137
H -1.8537 1.5762 -0.7621  0.090
H -1.1631 3.1450 -1.2470  0.070
H -1.1865 2.7138 0.4502  -0.007
C 0.1533 0.0982 1.3945  -0.341
C -0.3403 0.9020 0.2549  -0.269
N 0.7817 1.3447 -0.6442  0.040
C 1.4327 0.2745 -1.3821  -0.191
C 0.6041 -0.3173 -2.5445  -0.198
C 0.2586 2.4190 -1.5357  -0.246
C 1.3565 3.3469 -2.1070  -0.040
H 0.4858 -0.8321 0.9341  0.001
H -0.5829 -0.0430 2.1859  -0.074
H 1.0146 0.5892 1.8475  0.130
H -1.1392 0.4249 -0.3128  0.066
H -0.7544 1.8309 0.6470  0.020
H 2.3922 0.5492 -1.8201  0.048
H 1.7058 -0.5874 -0.7732  0.074
H -0.4470 -0.4746 -2.3023  0.076
H 0.6879 0.2428 -3.4759  0.015
H 1.0434 -1.2682 -2.8458  0.122
H -0.3785 3.1028 -0.9747  0.030
H -0.3399 1.9765 -2.3320  0.006
H 0.9457 4.1971 -2.6513  0.091
H 2.0578 2.8295 -2.7617  -0.075
H 1.9052 3.8325 -1.3000  0.094
C -0.6956 3.0377 -5.1515  -0.070
C -1.7161 1.9302 -5.2639  -0.183
N -1.6503 0.9524 -4.1376  -0.063
C -1.6852 1.4916 -2.7723  -0.210
C -3.1689 1.9887 -2.4379  -0.061
C -0.5604 0.0065 -4.3163  -0.333
C -0.7163 -0.9549 -5.5692  -0.084
H 0.3471 2.7397 -5.2615  0.049
H -0.6952 3.5777 -4.2047  0.068
H -0.7606 3.7976 -5.9303  0.081
H -2.6861 2.4264 -5.2321  0.106
H -1.6139 1.4721 -6.2477  0.107
H -1.4381 0.6745 -2.0945  0.100
H -1.0760 2.3681 -2.5515  0.051
H -3.4844 2.8453 -3.0335  0.104
H -3.8308 1.1309 -2.5568  0.095
H -3.2039 2.3174 -1.3993  -0.087
H -0.4558 -0.6034 -3.4190  0.058
H 0.3624 0.5841 -4.3700  0.118
H -1.6711 -1.4574 -5.4148  0.101
H 0.1225 -1.6507 -5.5924  -0.009
H -0.7178 -0.4777 -6.5492  0.092
C 1.1777 -1.2736 -4.6677  -0.173
C 2.7191 -1.3095 -4.2790  -0.122
N 3.2505 0.0579 -4.4294  -0.108
C 2.8226 0.9870 -3.3337  -0.231
C 2.8404 2.3788 -3.9278  -0.081
C 4.6422 0.0679 -4.8997  -0.249
C 5.6718 -0.1562 -3.7967  -0.066
H 0.9209 -0.9709 -5.6829  0.085
H 0.5762 -0.6529 -4.0036  -0.071
H 0.6467 -2.2255 -4.6566  0.134
H 2.8187 -1.5455 -3.2195  0.004
H 3.2769 -1.9474 -4.9647  0.128
H 1.7859 0.7361 -3.1090  0.064
H 3.5332 0.8984 -2.5120  0.096
H 1.9741 2.4486 -4.5857  0.080
H 2.8196 3.1848 -3.1943  0.056
H 3.6914 2.6494 -4.5528  0.094
H 4.8450 1.0143 -5.4010  0.095
H 4.8237 -0.5687 -5.7657  0.110
H 5.4192 -1.0914 -3.2969  0.068
H 5.6806 0.7501 -3.1913  0.080
H 6.5977 -0.4454 -4.2940  0.074
C -1.3208 -1.5303 -0.6747  -0.060
C -1.7623 -2.2941 0.5090  -0.201
N -2.9267 -1.7061 1.2982  -0.059
C -3.5762 -2.7409 2.0324  -0.262
C -4.4361 -3.7410 1.2405  -0.077
C -2.4863 -0.6526 2.1313  -0.310
C -3.6412 0.1393 2.7987  -0.133
H -2.1535 -1.2827 -1.3331  0.121
H -0.5977 -2.0111 -1.3335  0.107
H -1.0070 -0.5123 -0.4439  -0.001
H -1.9767 -3.2822 0.1020  0.128
H -0.8789 -2.4771 1.1207  0.062
H -4.3249 -2.4712 2.7773  0.109
H -2.8721 -3.2539 2.6876  0.115
H -3.8112 -4.5195 0.8027  0.060
H -5.0512 -3.2688 0.4745  0.077
H -5.1783 -4.1700 1.9137  0.067
H -1.9384 -1.1106 2.9549  0.053
H -1.9697 0.1698 1.6366  0.135
H -3.9117 -0.5337 3.6122  0.110
H -3.3099 1.0800 3.2386  0.073
H -4.5256 0.2640 2.1738  0.085

---

Record 2
C48H125N3O16 | wB97M-V/def2-TZVPD

Output
LUMO level = 0.520 eV
Max |F| = 2.447 eV/Å
HOMO = -7.84 eV

Last column: Löwdin charge in e.
CARTESIAN COORDINATES (ANGSTROEM)
C 2.8059 0.9821 0.3787  -0.022
C 4.1490 1.1851 -0.3373  -0.433
C 5.2404 0.2471 0.1490  -0.058
O 4.0102 0.7592 -1.6913  -0.085
H 2.7814 1.3595 1.4010  0.065
H 2.5162 -0.0681 0.4125  0.075
H 2.0562 1.5810 -0.1383  0.076
H 4.5155 2.2110 -0.3003  0.124
H 5.4411 0.2247 1.2201  0.076
H 6.2315 0.5442 -0.1940  0.078
H 5.0897 -0.8104 -0.0679  0.084
H 4.7550 1.1314 -2.1691  0.107
C -1.7788 -0.4442 0.0756  -0.045
C -0.7286 0.0185 1.1049  -0.406
C -0.6237 1.5705 1.4739  -0.006
O -0.8373 -0.7331 2.3346  -0.070
H -1.5672 0.0273 -0.8841  0.077
H -2.7679 -0.0484 0.3062  0.061
H -1.7741 -1.5337 0.0420  0.065
H 0.2207 -0.2631 0.6492  0.091
H 0.2940 1.6630 2.0548  0.058
H -1.5023 1.8230 2.0675  0.054
H -0.5110 2.2251 0.6096  0.058
H -1.3720 -0.2753 2.9874  0.021
C 2.7375 4.0270 2.5487  -0.042
C 2.9348 5.1968 3.5454  -0.484
C 2.3523 4.9135 4.9318  -0.045
O 4.3183 5.3167 3.6493  -0.042
H 2.9544 4.3295 1.5242  0.068
H 1.6682 3.8176 2.5755  0.057
H 3.3797 3.1728 2.7634  0.073
H 2.4511 6.0831 3.1349  0.115
H 1.2721 4.7830 4.8670  0.071
H 2.6393 5.6430 5.6892  0.078
H 2.6885 3.9690 5.3595  0.064
H 4.5411 5.9252 4.3576  0.087
C 2.6716 -1.4307 -4.1735  -0.039
C 1.6211 -1.3382 -3.0608  -0.484
C 1.8080 -2.2096 -1.8382  -0.040
O 1.6411 -0.0053 -2.6458  -0.085
H 2.8114 -0.5397 -4.7857  0.081
H 2.2787 -2.2530 -4.7714  0.062
H 3.6643 -1.7043 -3.8158  0.077
H 0.6267 -1.4435 -3.4946  0.131
H 0.9739 -2.0702 -1.1505  0.055
H 2.6480 -1.8196 -1.2633  0.079
H 1.8236 -3.2889 -1.9895  0.058
H 2.4776 0.2202 -2.2322  0.011
C -4.4710 -3.6317 0.4561  -0.048
C -5.0000 -2.2565 0.7632  -0.511
C -6.4921 -2.2119 0.9939  -0.057
O -4.3762 -1.6883 1.8993  -0.055
H -4.7157 -4.3944 1.1955  0.086
H -3.3836 -3.6619 0.5248  0.077
H -4.8450 -4.0158 -0.4930  0.086
H -4.7668 -1.5640 -0.0456  0.106
H -7.0086 -2.5581 0.0987  0.081
H -6.8642 -1.2237 1.2641  0.070
H -6.7852 -2.8124 1.8550  0.082
H -3.6596 -2.2691 2.1655  0.078
C -2.6716 2.6237 4.9366  -0.055
C -2.0488 1.2775 5.0579  -0.462
C -2.1662 0.6704 6.4736  -0.042
O -2.5920 0.3163 4.1333  -0.064
H -2.6281 3.0111 3.9187  0.064
H -2.1480 3.3092 5.6030  0.089
H -3.7303 2.6074 5.1952  0.088
H -0.9750 1.4069 4.9229  0.119
H -3.0671 0.1143 6.7331  0.078
H -2.1395 1.4626 7.2218  0.078
H -1.3449 -0.0081 6.7046  0.075
H -3.3934 -0.0013 4.5558  0.099
C -6.9257 3.6712 1.0208  -0.050
C -5.6168 3.4655 1.8893  -0.438
C -4.7230 2.2992 1.4695  -0.046
O -4.8193 4.6586 1.7566  -0.074
H -6.7554 3.7271 -0.0543  0.070
H -7.5095 4.5486 1.2992  0.065
H -7.6350 2.8642 1.2047  0.067
H -5.9140 3.3477 2.9314  0.124
H -3.8867 2.2044 2.1621  0.045
H -4.3080 2.4090 0.4676  0.084
H -5.2319 1.3396 1.5616  0.074
H -5.3471 5.4340 1.9610  0.078
C -6.9960 0.5045 -1.8130  -0.055
C -6.0107 0.8121 -2.9112  -0.507
C -4.8463 -0.1680 -3.0342  -0.049
O -6.7160 0.7986 -4.1311  -0.045
H -7.3947 -0.5003 -1.9522  0.087
H -7.7615 1.2776 -1.7465  0.078
H -6.4661 0.4975 -0.8605  0.060
H -5.6058 1.8154 -2.7794  0.131
H -4.1449 0.2729 -3.7425  0.084
H -5.1229 -1.1120 -3.5038  0.078
H -4.2750 -0.4457 -2.1484  0.055
H -7.2922 1.5664 -4.1383  0.089
C -0.6111 5.5027 1.6500  -0.046
C -0.1240 6.8069 0.9802  -0.440
C 0.0590 7.9400 2.0024  -0.054
O 1.1808 6.5433 0.4605  -0.065
H -0.2288 5.2408 2.6366  0.066
H -0.3723 4.6274 1.0460  0.043
H -1.6931 5.5000 1.7814  0.074
H -0.8168 7.1201 0.1992  0.132
H 0.3304 8.8699 1.5027  0.074
H 0.9298 7.8257 2.6479  0.064
H -0.8228 8.0337 2.6362  0.079
H 1.0883 5.7745 -0.1069  0.030
C 3.6914 -0.5435 6.1521  -0.070
C 3.1730 0.8304 5.8691  -0.534
C 1.9701 0.7343 4.9253  -0.035
O 2.7032 1.4274 7.0217  -0.037
H 4.0133 -1.0138 5.2229  0.081
H 2.9332 -1.2070 6.5680  0.087
H 4.4869 -0.6087 6.8944  0.077
H 3.9873 1.4301 5.4624  0.136
H 2.1559 0.0204 4.1229  0.075
H 1.8758 1.7320 4.4966  0.058
H 1.0306 0.4100 5.3729  0.074
H 3.4187 1.4874 7.6590  0.094
C 3.5603 9.0048 -4.9640  -0.149
O 3.5651 7.7436 -4.3495  -0.189
C 3.9365 7.8780 -2.9846  -0.174
C 3.5623 6.5480 -2.1235  -0.164
N 4.0363 5.3224 -2.7368  -0.070
C 3.5199 4.0981 -2.1106  -0.189
C 2.0536 3.6861 -2.3988  -0.171
O 1.1854 4.3806 -1.4609  -0.217
C -0.1563 4.0572 -1.8292  -0.100
H 4.4569 9.6245 -4.9735  0.085
H 2.8010 9.7202 -4.6483  0.082
H 3.3172 8.8469 -6.0147  0.086
H 3.3221 8.6862 -2.5878  0.108
H 4.9883 8.1637 -2.9687  0.115
H 2.4799 6.4337 -2.1825  0.097
H 3.8602 6.6514 -1.0801  0.119
H 3.7103 5.3093 -3.6927  0.098
H 3.6616 4.1236 -1.0302  0.107
H 4.1295 3.2820 -2.4985  0.098
H 1.9948 2.5983 -2.3638  0.095
H 1.8132 3.8868 -3.4428  0.127
H -0.9240 4.1944 -1.0677  0.078
H -0.2002 3.0114 -2.1331  0.084
H -0.4704 4.6040 -2.7183  0.092
C 0.7958 -8.2051 -5.7684  -0.102
O 1.5617 -7.0443 -6.1400  -0.189
C 1.0774 -5.8716 -5.4465  -0.178
C 1.4611 -5.8472 -3.8982  -0.139
N 0.5100 -6.4920 -2.9344  -0.060
C -0.8840 -6.0619 -2.9325  -0.205
C -1.1792 -4.5998 -3.0376  -0.277
O -2.4829 -4.3148 -2.7234  -0.167
C -2.8342 -2.9298 -2.7673  -0.085
H 1.1760 -8.6319 -4.8402  0.059
H 0.9786 -9.0651 -6.4128  0.082
H -0.2618 -7.9976 -5.6060  0.083
H 0.0133 -5.7413 -5.6434  0.103
H 1.5527 -5.0102 -5.9158  0.110
H 1.5241 -4.7845 -3.6639  0.071
H 2.4056 -6.3424 -3.6733  0.107
H 0.8740 -6.7307 -2.0230  0.041
H -1.4083 -6.5208 -2.0942  0.127
H -1.2811 -6.4971 -3.8496  0.097
H -0.8593 -4.2758 -4.0279  0.120
H -0.5749 -4.1229 -2.2659  0.112
H -2.2108 -2.3952 -2.0506  0.069
H -3.8711 -2.7844 -2.4641  0.063
H -2.7348 -2.5005 -3.7642  0.093
C 1.0491 -3.2211 1.8829  -0.112
O 1.8388 -4.3862 1.6885  -0.188
C 1.2488 -5.2360 0.6825  -0.189
C 2.3740 -6.2472 0.3535  -0.173
N 1.9677 -7.3293 -0.5743  -0.081
C 3.0918 -8.0210 -1.1701  -0.201
C 2.5624 -9.2753 -1.9197  -0.227
O 1.9954 -10.2208 -1.0381  -0.200
C 1.3925 -11.3349 -1.7353  -0.088
H 1.4934 -2.5360 2.6049  0.085
H 0.0308 -3.4707 2.1811  0.083
H 0.8760 -2.6375 0.9787  0.051
H 1.0736 -4.5909 -0.1784  0.096
H 0.4215 -5.8370 1.0599  0.125
H 2.8150 -6.6634 1.2592  0.120
H 3.1398 -5.6133 -0.0936  0.119
H 1.3854 -7.9994 -0.0927  0.118
H 3.8773 -8.3784 -0.5043  0.118
H 3.5695 -7.4272 -1.9495  0.109
H 3.4184 -9.6835 -2.4571  0.125
H 1.6857 -8.9419 -2.4749  0.097
H 0.6173 -11.0745 -2.4559  0.084
H 0.9699 -11.9707 -0.9574  0.085
H 2.1459 -11.9376 -2.2424  0.081

---

| no. | E_tot (eV) |
| --- | --- |
| 1 | -63549.20666 |
| 2 | -89026.56793 |